[1]
Below is a molecular structure, CH3NOP2S at a distorted geometry, with properties calculated with the ωB97M-V functional and the def2-TZVPD basis.

CARTESIAN COORDINATES (ANGSTROEM)
C  0.102  1.180  0.822
N  -1.013  1.580  0.377
O  -0.371  -1.310  -0.147
P  0.648  -0.534  1.027
P  -1.971  -1.433  0.275
S  -2.412  0.829  0.097
H  0.820  2.005  1.245
H  1.675  -0.465  0.172
H  -2.262  -1.765  -1.021

Calculated values
- energy (eV) = -34034.5553
- energy above the lowest of the compared OMol25 structures with the same formula, charge and spin (kcal per mole) = 45.6
- Kohn-Sham gap (eV) = 8.54
- 2S+1 = 1

Löwdin atomic charge list, values in e, 4 entries: C -0.52; N -0.53; O -0.85; P 0.85

[2]
Below is a molecular structure, C3H4N4 at a distorted geometry, with properties calculated with the ωB97M-V functional and the def2-TZVPD basis.

CARTESIAN COORDINATES (ANGSTROEM)
C  -1.722  -0.270  -0.196
C  0.621  -0.292  -0.007
C  1.391  0.742  0.736
H  -0.956  0.139  -2.082
H  -2.848  -0.374  0.196
H  -0.506  -0.822  1.889
H  0.187  -1.829  -1.176
N  -1.838  0.114  -1.468
N  -0.653  -0.491  0.701
N  0.975  -0.703  -1.220
N  1.856  1.339  1.698

Calculated values
- energy (eV) = -9130.8873
- energy above the lowest of the compared OMol25 structures with the same formula, charge and spin (kcal per mole) = 137.7
- Kohn-Sham gap (eV) = 9.23
- 2S+1 = 1

Löwdin atomic charge list, values in e, 4 entries: C -0.34; C -0.49; C -0.13; H 0.04

[3]
Below is 2 unconnected molecules or ions with the total composition C5H13N3 at a distorted geometry, with properties calculated with the ωB97M-V functional and the def2-TZVPD basis.

CARTESIAN COORDINATES (ANGSTROEM)
C  -0.393  0.007  -2.390
C  0.756  -0.194  -1.461
C  0.912  -1.293  -0.689
N  2.081  -1.604  -0.023
H  -0.069  -0.138  -3.426
H  -0.782  1.024  -2.296
H  -1.213  -0.689  -2.188
H  1.496  0.599  -1.421
H  0.239  -2.140  -0.800
H  2.572  -0.776  0.306
H  1.964  -2.289  0.716
C  -1.098  2.169  0.666
N  -0.173  1.231  1.293
C  -0.637  0.023  1.425
N  -0.326  -0.726  2.522
H  -1.940  1.691  0.148
H  -0.542  2.771  -0.061
H  -1.503  2.869  1.406
H  -1.483  -0.400  0.857
H  0.505  -0.405  3.006
H  -0.365  -1.731  2.411

Calculated values
- energy (eV) = -9864.7880
- energy above the lowest of the compared OMol25 structures with the same formula, charge and spin (kcal per mole) = 36.4
- SMILES = C/C=C/N.C/N=C/N
- Kohn-Sham gap (eV) = 8.52
- 2S+1 = 1

Löwdin atomic charge list, values in e, 4 entries: C -0.13; C -0.20; C -0.29; N 0.03